Below is a structure of composition C26H22N5Rh at a distorted geometry, with properties calculated with ωB97M-V/def2-TZVPD.

## Properties
ΔE to the lowest compared entry with this formula, charge and spin (kcal/mol): 56.3
2S+1: 5
HOMO (alpha / beta) (Eh): -0.48224 / -0.51314
Maximum force (eV/Å): 1.22
Net charge: +2

Geometry (Å):
Rh1 -0.7411 0.3723 -0.2108
C1 2.8648 0.9312 -0.2627
N1 2.4236 0.7216 1.1064
C2 2.3857 -0.5971 1.6908
C3 0.9866 -1.1129 1.9420
N2 -0.1308 -0.6945 1.3742
C4 -1.1571 -1.5406 1.8275
C5 -2.5144 -1.5552 1.5073
C6 -3.2783 -2.5605 2.0680
C7 -2.7110 -3.5071 2.9302
C8 -1.3702 -3.4931 3.2617
C9 -0.6010 -2.4903 2.6859
N3 0.7496 -2.1789 2.7299
C10 1.6398 1.3911 -1.0738
N4 -1.1076 1.0927 -1.8912
C11 -0.6310 1.4557 -3.0593
C12 -1.5824 1.6373 -4.1200
C13 -1.1970 1.9013 -5.3997
C14 0.1646 2.0079 -5.7169
C15 1.1149 1.8801 -4.7252
C16 0.7748 1.6421 -3.3946
N5 1.8019 1.5865 -2.4687
H1 3.2689 0.0133 -0.6938
H2 3.6396 1.7002 -0.3071
H3 2.7658 1.4206 1.7434
H4 2.9232 -0.6054 2.6414
H5 2.8814 -1.3280 1.0428
H6 -2.9537 -0.8063 0.8515
H7 -4.3329 -2.6249 1.8392
H8 -3.3484 -4.2731 3.3504
H9 -0.9464 -4.2245 3.9365
H10 1.4468 -2.6763 3.2619
H11 -2.6260 1.5275 -3.8588
H12 -1.9495 2.0213 -6.1667
H13 0.4760 2.1974 -6.7343
H14 2.1654 1.9745 -4.9745
H15 2.7346 1.6800 -2.8387
C17 -1.9904 4.8277 3.0761
C18 -2.4617 3.5184 2.9972
C19 -1.8960 2.6318 2.0973
C20 -0.8240 3.0336 1.2838
C21 -0.1825 2.1664 0.3781
C22 0.9687 2.5407 -0.3289
C23 1.4189 3.8461 -0.2683
C24 0.7653 4.7521 0.5657
C25 -0.3301 4.3675 1.3711
C26 -0.9487 5.2541 2.2695
H16 -2.4497 5.5152 3.7736
H17 -3.2715 3.2052 3.6420
H18 -2.2541 1.6125 2.0109
H19 0.9256 0.5174 -0.9379
H20 2.2779 4.1654 -0.8466
H21 1.1199 5.7749 0.6141
H22 -0.6032 6.2797 2.3206